# 1
DFT (ωB97M-V with the def2-TZVPD basis set) results for C46H82O24PbPdS10 as an isolated structure.

The energy is -215232.614 eV. As for the expectation value of S²: 2.049. The frontier orbital gap (spin up / spin down) comes out at 7.423 / 4.882 eV. The calculation puts the LUMO energy (spin up / spin down) at -6.036 / -8.216 eV. The molar mass is 1653.43 g mol⁻¹.

ORCA input file:
```
! wB97M-V def2-TZVPD RIJCOSX def2/J DEFGRID3
* xyz 2 3
H -0.06970 -2.75644 -3.08018
H -0.00813 -3.35729 6.32564
C 5.59890 -3.79177 -3.02278
H -2.54912 -1.26048 -3.97745
H -5.01591 0.93821 -0.44480
C -0.17502 0.09991 -4.80779
C -1.53453 4.39650 -1.60108
C -1.00064 -3.31559 4.44756
O -7.06866 -0.32853 -1.58559
H 1.35607 5.37756 -3.31901
C -4.94338 2.48011 -2.58083
C 0.00858 -3.95562 5.41662
H -1.97438 -3.15194 4.90820
C 6.02080 2.24491 -3.62580
H -4.66982 -2.94426 -2.17287
H -2.20138 1.01613 5.33168
H -3.15985 1.13512 -2.81992
O 1.14617 2.80518 6.05476
H 2.56947 -0.82251 -0.26671
H -2.94983 3.68248 5.78597
H -0.23999 3.48593 -3.15597
O -7.86244 -0.25571 3.61119
H -1.22164 -4.00857 3.62598
C -0.50420 1.68522 4.33930
H -5.96983 1.40215 -4.27986
H -2.46607 -4.70527 -2.47158
H -4.17119 -4.50684 1.78910
O 6.08649 1.90672 4.17154
O 1.43743 5.22824 -0.44637
H -0.00512 6.46169 -3.35555
C -4.30051 -1.40464 2.78166
C -4.59924 0.45303 -1.32875
S 0.48590 3.11612 4.80458
H 0.59026 0.85389 -4.96322
H -7.06468 2.07069 -3.07669
O -1.28734 -4.57727 0.41914
O 2.94836 -4.08934 -0.30204
S 0.50757 6.10194 -1.18946
O 1.30089 3.64411 3.69119
C -0.95824 4.23335 5.16354
C -6.06673 1.66652 -3.22870
H 5.81664 -0.43150 3.00111
H 4.39871 -2.58936 -4.38260
S -5.92911 0.02874 -2.40775
H -1.43744 4.62794 -3.70243
H -1.97921 -1.44383 -2.37335
H -1.66462 2.93054 6.63715
O 1.76368 -1.71508 -4.51796
H 4.06656 -1.52286 -2.19520
H 6.35365 3.25176 -1.83042
O 2.35049 -1.86207 3.37063
O -1.95504 -1.11204 0.01018
C 4.26394 -3.21272 -3.50264
S 5.38106 1.90751 2.91531
H -1.07297 0.32820 -5.38083
H 7.97675 0.93289 1.82928
H -1.81873 6.48791 -1.19739
H 6.03469 -4.92289 -1.07892
H -4.40527 -1.12617 0.57713
C 6.54310 2.53552 1.59089
O -5.39865 -0.87559 -3.41036
H -4.08059 -0.46666 -1.06412
H -0.66594 -1.57254 2.92505
O 3.12362 3.83739 -3.19859
H -5.73971 -4.52939 0.07066
S -6.93541 -1.21696 3.03793
H -1.16700 -3.28202 -4.41137
C 0.35699 5.52585 -2.92064
H -5.25952 -0.10294 4.24348
H 3.64208 -4.06037 -3.80150
H -0.61429 5.09073 5.73261
H -0.27588 -4.97896 5.64539
O 0.25367 2.84543 1.04781
H -6.90019 -0.97149 0.60266
C 1.59348 -0.43490 -0.00257
C -1.20492 5.67587 -0.80627
H -4.23722 0.23423 1.45504
O 3.72993 3.35828 -0.77862
C 5.37630 1.02095 -2.95935
C 1.37793 -3.99830 4.68006
H 1.64103 -5.00756 4.37006
C 0.44579 -1.14163 -0.20310
S 4.13900 -3.45246 -0.84839
H -2.59706 4.41395 -1.84110
C 3.59261 -2.49741 -2.30586
C 5.25939 -4.57756 -1.75714
H 5.94467 4.42996 -3.03034
H -0.08151 -0.04630 -2.56770
H -2.64042 2.00862 3.94215
H -0.03135 0.82150 4.79991
H 5.40104 0.59469 0.20983
C 1.57555 0.89370 0.51664
H 5.63578 2.46662 -4.62201
H -3.11233 2.01841 -1.39345
C 5.28751 0.20580 2.29484
C -0.89391 -0.47725 0.07881
O -2.98236 -6.38441 -0.10829
Pd 0.88740 -4.47528 0.11534
H -1.84486 1.39212 0.70830
H -5.22769 -1.86835 4.69058
H -4.96179 -4.67413 -1.99931
H 7.18185 3.33541 1.95736
C -3.83465 1.56639 -2.07753
H 6.25880 -2.95733 -2.78330
H 3.21504 1.22711 -3.36610
H -3.32532 -3.10480 1.03624
C -0.71828 -2.43858 -3.89665
H -1.14603 4.59952 4.14808
O 0.53191 -2.31516 -0.67781
H 4.61887 -5.41453 -2.04661
H -2.28785 -3.24670 -1.55889
H -0.45459 1.55286 3.25763
H 6.41489 -0.73642 0.69604
O 4.94153 -2.58519 -0.00589
C 6.09903 0.26518 0.99057
H -1.49851 0.81838 -3.20551
C -4.40875 -3.82568 -1.58986
H -5.35146 3.06327 -1.75156
O 2.61480 1.49462 0.81590
C -0.70631 4.44083 -2.91672
C -3.81668 -4.06530 0.86356
H -0.16443 -1.33850 4.54891
O 4.13191 2.62476 2.78787
H 5.33005 0.12736 -3.58430
H -4.58556 3.26793 -3.24820
H 2.50995 -2.50088 -2.23165
O 1.00101 -3.55709 2.05555
H 7.10065 2.16429 -3.73892
H 2.19041 -3.61190 5.29463
C -0.33093 -2.12351 3.80500
C 7.19727 1.26372 1.13664
H -5.44640 -2.85175 0.10793
H 5.90661 0.64809 -2.08073
C -5.28920 -1.13430 3.89211
C 0.25254 1.64465 0.69457
H -1.46689 5.58319 0.24572
S 1.30813 -2.87306 3.29730
H -3.24311 -1.25948 3.01035
H -1.39871 3.50108 -0.99489
S 3.98261 3.22031 -2.20958
H 5.84084 2.97229 0.87579
C -4.96842 -3.79585 -0.15828
C -1.98843 3.19683 5.62477
Pb 2.38562 3.86203 1.34371
C -0.79897 0.00460 -3.39004
H 5.94192 -4.48775 -3.78409
H -6.58877 0.52314 1.43396
S 0.41911 -1.59735 -5.07258
C -2.93619 -4.12109 -1.68261
O 0.14692 -2.02220 -6.42909
C 5.69967 3.42575 -2.69101
O -7.28175 -2.60809 2.86017
O 0.63792 7.52880 -1.02672
C -1.62502 -1.30279 -3.39880
H -4.26261 -2.46120 2.49173
C -0.92236 0.86924 0.49467
H 4.26342 -0.13211 2.16718
C -6.30574 -0.52834 1.39825
H 7.77197 1.41929 0.21789
C 3.93447 1.44494 -2.58209
C -1.96239 1.93164 4.79284
H 3.57145 1.02584 -1.64267
S -2.60461 -4.99640 -0.09001
C -4.79957 -0.70775 1.50587
*
```

Here are the Löwdin charges for atoms 1 to 6, given in e: 0.075, 0.124, -0.198, 0.123, 0.097, -0.185



# 2
DFT (ωB97M-V with the def2-TZVPD basis set) results for a 11-piece molecular cluster, C46H83F3NO16S4 overall.

The energy is -134780.946 eV. The frontier orbital gap comes out at 9.427 eV. The calculation puts the LUMO energy at -1.763 eV. The molar mass is 1091.42 g mol⁻¹.

ORCA input file:
```
! wB97M-V def2-TZVPD RIJCOSX def2/J DEFGRID3
* xyz 1 1
C 15.83668 25.50364 33.89310
H 14.06073 20.39567 34.79418
O 25.30717 18.79952 34.49496
H 18.73466 21.81055 36.83218
N 20.20829 23.45826 35.25688
C 18.74984 18.11392 28.63433
H 15.76490 25.03216 38.85393
C 24.74267 26.60550 35.15361
H 23.14003 22.43110 31.85044
H 24.31235 23.56934 33.74676
O 23.27110 17.34667 34.02383
H 18.70113 18.79901 39.83855
O 16.68833 19.25206 33.02207
C 15.74717 21.21334 40.38463
H 14.62736 21.35204 36.18117
C 20.84567 21.35858 34.01112
H 17.41797 19.64458 37.88052
H 17.33164 22.60476 30.18999
O 23.35909 24.75164 35.11163
H 19.73454 19.22018 30.39109
O 18.77112 21.33069 29.31642
O 17.98385 24.06579 33.24419
O 19.21551 18.75017 33.03956
O 18.33509 24.20273 37.16996
H 23.94724 29.33400 32.60482
H 20.05127 21.29519 33.26748
C 14.86116 21.03623 35.16445
S 20.48476 26.49163 33.13753
H 18.44122 25.92393 39.43352
S 17.85491 18.46336 32.60186
C 19.03732 21.34217 35.89564
H 25.83892 17.23400 36.57842
H 19.47236 25.93726 37.33138
H 14.75460 25.46529 33.76775
H 18.07509 17.26110 28.56007
H 18.57458 24.47631 29.58276
C 17.89561 19.50974 39.94991
C 19.17485 23.60704 29.85137
C 14.89480 22.10587 34.07619
H 25.36612 26.81830 36.02201
H 20.85382 19.90926 39.10852
F 18.24151 19.33387 42.33134
C 24.80258 16.97339 36.36353
O 21.54286 27.76620 33.07603
H 26.38420 22.99709 29.04579
H 19.79593 23.95948 30.67486
H 14.91607 21.87391 40.58293
C 20.87388 23.31794 38.99656
C 23.19754 29.10063 31.84878
H 17.91065 26.10426 36.49244
C 24.10581 24.62749 33.90726
H 19.16381 20.31421 36.23531
H 23.12782 20.29063 38.28937
H 25.20710 21.81576 35.74195
C 19.16647 27.32279 32.17040
C 16.52302 20.72613 41.49227
H 16.31922 20.95918 42.52694
H 16.31979 23.95258 36.78019
H 24.72922 27.54778 34.60587
C 19.98012 23.09817 28.72591
C 16.11322 20.88227 39.10775
C 23.34486 26.13373 35.58968
C 25.40370 23.39598 28.83157
C 18.38958 22.34630 30.23527
H 19.42692 21.89702 39.64758
O 17.85330 18.50639 30.93818
S 24.64184 17.23650 34.50800
H 23.47021 24.93662 33.07747
H 17.09654 24.16720 39.71684
C 22.54951 27.76438 32.04330
H 19.74796 21.45343 27.42852
C 24.56841 19.82697 35.13818
C 16.80931 24.72170 38.82346
C 20.42609 22.04582 39.26559
H 23.62985 20.03911 34.62611
H 18.03977 18.88312 28.33062
F 25.26167 24.08772 31.16255
H 17.04578 22.79375 37.84967
H 20.94204 22.77570 29.12443
H 22.64692 24.50125 38.49969
H 19.55232 17.99570 27.90622
C 23.01574 22.42672 38.39793
H 19.57395 17.46538 30.64111
C 17.12272 19.94530 38.87490
H 21.18045 21.85412 36.09294
H 14.03974 22.78094 34.04090
H 23.32428 27.02519 32.24686
H 25.96299 25.72402 33.44204
C 23.46771 24.51906 29.69005
O 15.86270 23.67770 31.87938
H 16.10503 25.35433 34.93895
C 17.53410 16.64146 32.89479
H 21.23024 20.35925 34.21492
H 15.56708 21.13405 38.21068
H 18.58678 28.07275 32.70856
C 22.96248 24.66475 28.39513
C 23.69626 24.11524 27.32837
H 22.17757 27.41121 31.08151
H 26.49943 20.70395 35.35197
C 25.50012 21.02200 35.05479
H 21.59398 21.62553 31.39288
H 25.52875 21.40989 34.03655
C 21.22776 20.91978 39.03490
H 18.52095 22.08691 31.28578
C 19.11962 22.03205 28.10565
H 22.89826 24.97750 30.48502
C 19.10672 18.34865 30.20564
C 22.21602 23.51475 38.58662
F 24.36183 22.55446 38.13420
O 21.92115 22.07947 33.48854
C 17.70558 25.91427 38.62925
H 18.23635 21.28856 35.15830
H 16.37131 26.30636 33.38526
C 24.89861 23.50447 27.54259
C 18.42771 25.62619 37.32442
O 21.03984 25.40547 32.35308
H 20.21191 24.15511 39.16188
H 16.71603 16.28564 32.26850
H 19.71472 23.87646 36.03250
H 22.57930 26.81267 35.21412
C 24.69820 23.97007 29.89136
O 25.47987 16.28668 33.80866
H 18.45222 16.11046 32.64340
H 21.98874 25.13109 28.36728
H 22.84512 20.77700 32.26450
O 16.05939 22.87591 34.34012
H 18.29716 22.51629 27.57917
H 23.35856 24.19390 26.30555
C 25.35912 25.47053 34.31335
H 24.36399 19.68573 36.19949
H 19.66077 23.66962 34.43490
H 21.03978 23.94999 34.96204
H 15.02426 21.57973 33.13040
H 23.19536 26.05176 36.66627
H 24.57744 15.91220 36.46978
C 17.57143 19.85163 41.21354
S 16.55356 23.95924 33.15123
C 22.50083 21.14619 38.49260
H 20.16116 23.84748 27.95529
C 17.03023 23.85491 37.60106
H 17.18517 26.87192 38.61622
H 22.52482 29.95778 31.81997
C 20.37910 21.93349 35.35834
H 19.63153 27.86442 31.34671
H 15.81825 20.51572 35.19836
H 23.75678 29.20971 30.91956
H 26.00627 24.81029 34.89073
H 17.26209 16.58680 33.94889
C 22.35380 21.74491 32.16522
O 19.99742 26.26877 34.52637
H 25.47355 23.08476 26.73038
H 24.09353 17.62111 36.87908
H 18.62615 26.47858 31.74208
*
```

Here are the Löwdin charges for atoms 1 to 6, given in e: -0.061, 0.091, -0.273, 0.051, 0.245, -0.033